No. 1
Density functional theory data (the ωB97M-V functional and the def2-TZVPD basis) for C31H29FeN7 as an isolated structure.

Element x y z (Å)
Fe -0.6062 1.4391 -0.2654
C -1.5289 3.8331 -2.0415
C -0.1381 4.4233 -1.8785
C 1.0114 3.4643 -2.0617
C 2.1577 3.9301 -2.6937
C 3.2437 3.0957 -2.8742
C 3.1583 1.7919 -2.4145
C 1.9949 1.3926 -1.7944
N 0.9296 2.1968 -1.6112
N -1.9993 3.0794 -0.8620
C -2.1760 3.9526 0.3202
C -0.9863 3.9619 1.2450
C -0.7620 5.0139 2.1187
C 0.3235 4.9563 2.9761
C 1.1653 3.8536 2.9317
C 0.8782 2.8484 2.0329
N -0.1812 2.8923 1.2109
C -3.2736 2.4178 -1.1934
C -3.6017 1.3619 -0.1731
C -4.8996 1.0642 0.1954
C -5.1182 0.0518 1.1194
C -4.0313 -0.6225 1.6521
C -2.7642 -0.2632 1.2343
N -2.5461 0.7076 0.3386
H -1.5348 3.1508 -2.8930
H -2.2381 4.6380 -2.2659
H -0.0359 4.9327 -0.9160
H -0.0273 5.2054 -2.6294
H 2.1828 4.9517 -3.0474
H 4.1370 3.4538 -3.3682
H 3.9732 1.0924 -2.5322
H 1.9035 0.3843 -1.4196
H -3.0326 3.5872 0.8924
H -2.4202 4.9739 0.0121
H -1.4281 5.8665 2.1203
H 0.5162 5.7657 3.6674
H 2.0287 3.7782 3.5766
H 1.5141 1.9752 1.9542
H -3.1622 1.9382 -2.1694
H -4.0937 3.1375 -1.2843
H -5.7268 1.6147 -0.2317
H -6.1256 -0.2011 1.4219
H -4.1587 -1.4117 2.3787
H -1.8878 -0.7649 1.6233
N 1.3985 -5.5566 -0.6420
C 1.9669 -6.6849 -0.0932
C 2.1249 -7.9852 -0.5742
C 2.7519 -8.8715 0.2697
C 3.2112 -8.4898 1.5497
C 3.0537 -7.2089 2.0167
C 2.4174 -6.2886 1.1740
N 2.1282 -4.9585 1.3828
C 1.5287 -4.5612 0.2914
C 1.0530 -3.1963 0.1229
C 0.3714 -2.7411 -1.0068
C -0.0470 -1.4285 -1.0605
N 0.1714 -0.5452 -0.0742
C 0.8295 -0.9878 1.0156
C 1.2802 -2.2770 1.1522
H 0.9838 -5.4934 -1.5544
H 1.7765 -8.2862 -1.5528
H 2.8995 -9.8931 -0.0534
H 3.6973 -9.2303 2.1697
H 3.4029 -6.9088 2.9948
H 0.1528 -3.3880 -1.8448
H -0.5805 -1.0675 -1.9330
H 0.9902 -0.2655 1.8066
H 1.8041 -2.5972 2.0417

## Properties
2S+1 = 5
gap between HOMO and LUMO (spin up / spin down) = 7.16 / 6.75 eV
net charge = +2
DFT total energy = -2845.348375 Eh


No. 2
Density functional theory data (the ωB97M-V functional and the def2-TZVPD basis) for a 5-piece molecular cluster, H10O5 overall.

Element x y z (Å)
O 2.1674 -0.6976 0.4162
H 1.9488 -0.7329 1.3402
H 1.5891 -1.3768 0.0251
O -0.8479 0.8196 1.3857
H -0.2145 1.3964 0.8914
H -1.4944 1.5056 1.5386
O 1.2459 1.8512 -0.4734
H 2.1944 1.8585 -0.4895
H 0.8272 1.1343 -1.0374
O -1.6565 -1.8623 0.5462
H -1.4440 -0.9970 0.9001
H -2.3046 -1.6470 -0.1608
O -0.6477 -0.0747 -1.4501
H -0.5683 -0.9377 -1.0228
H -0.7948 -0.2396 -2.4096

## Properties
SMILES string = O.O.O.O.O
ΔE to the lowest compared entry with this formula, charge and spin = 19.8 kcal per mole
2S+1 = 1
gap between HOMO and LUMO = 11.21 eV
DFT total energy = -382.192553 Eh


No. 3
Density functional theory data (the ωB97M-V functional and the def2-TZVPD basis) for C42H66BaClO8P3Si as an isolated structure.

Element x y z (Å)
Ba 11.7838 10.8898 12.0231
C 13.8062 12.1007 16.5316
C 14.7038 12.8820 15.6076
C 15.4546 13.9485 16.2848
P 13.6597 13.3916 14.1590
C 14.8200 14.3665 12.9857
C 16.1644 13.6836 12.8658
C 15.0111 15.8892 13.0453
C 12.5343 14.6438 14.9810
C 12.8667 15.9456 15.3336
C 11.8801 16.8387 15.7650
C 10.5797 16.4169 15.9100
C 10.2252 15.0657 15.6539
C 11.1933 14.1934 15.1712
Si 10.4853 12.4917 14.5816
C 10.2554 11.5599 16.2998
C 10.1125 12.2769 17.5128
C 10.0038 11.6079 18.7557
C 9.9756 10.2118 18.7792
C 10.0340 9.5104 17.5741
C 10.1891 10.1519 16.3395
P 10.6609 9.0276 14.9648
C 8.9854 8.3830 14.2829
C 8.4639 9.2250 13.0413
C 7.8287 8.2684 15.2899
C 11.5893 7.5797 15.6433
C 11.0096 6.4704 16.4953
C 12.8596 8.0682 16.1735
C 8.6904 12.9179 13.9932
C 7.5512 12.4652 14.6748
C 6.2637 12.6693 14.2264
C 6.1049 13.3110 12.9829
C 7.2223 13.7264 12.2764
C 8.5290 13.5571 12.7921
P 9.9823 14.0376 11.7539
C 10.2158 15.7885 12.2854
C 10.9789 16.4809 11.0999
C 8.8745 16.4896 12.5964
C 9.3716 13.9881 9.9884
C 10.5667 14.0608 8.9976
C 8.3831 15.0258 9.4190
H 14.3534 11.7083 17.4240
H 13.3910 11.2312 16.0535
H 12.9844 12.6917 16.9024
H 15.4914 12.1623 15.2034
H 14.7763 14.8239 16.4296
H 16.3415 14.2405 15.7371
H 15.8412 13.6737 17.2590
H 14.2523 14.1761 12.0744
H 16.7793 13.9822 13.7165
H 16.6017 13.9573 11.9264
H 16.1214 12.5679 13.0167
H 15.5810 16.2440 13.9531
H 14.0734 16.3998 13.0169
H 15.6196 16.1282 12.1262
H 13.8980 16.2947 15.1393
H 12.1225 17.8858 15.9835
H 9.8614 17.1383 16.2360
H 9.2220 14.7755 15.6666
H 10.1254 13.3143 17.6257
H 9.9720 12.1789 19.6395
H 9.8183 9.6633 19.7054
H 9.9716 8.4211 17.5865
H 9.2796 7.3689 13.9666
H 8.1919 10.2464 13.3542
H 7.5686 8.7381 12.6496
H 9.2606 9.2826 12.3322
H 7.5335 9.3072 15.5464
H 8.0835 7.7581 16.2293
H 6.9768 7.7971 14.8604
H 11.7538 7.1777 14.6232
H 10.9709 6.7194 17.5629
H 11.6168 5.5697 16.4374
H 10.0002 6.2437 16.1401
H 12.7600 8.4357 17.1803
H 13.2963 8.8746 15.6274
H 13.5801 7.2236 16.1664
H 7.6434 12.0024 15.6505
H 5.4501 12.3359 14.8309
H 5.0813 13.4870 12.7096
H 7.0775 14.2028 11.3140
H 10.8326 15.7651 13.1522
H 10.2253 16.6661 10.3400
H 11.7806 15.8785 10.6878
H 11.4247 17.4220 11.4645
H 8.1962 16.4722 11.7579
H 9.0615 17.5237 12.9392
H 8.3641 15.9995 13.4316
H 8.9353 13.0150 9.8881
H 11.1229 14.9997 9.1063
H 10.2078 13.9589 7.9730
H 11.3304 13.3215 9.3252
H 8.8587 15.9896 9.4159
H 7.4977 15.2991 10.0215
H 8.0511 14.8533 8.3992
O 10.3479 10.1979 10.1119
H 14.0698 12.9219 8.3634
H 9.8604 10.3857 9.2971
O 13.5483 11.5685 9.9781
O 13.5490 12.6460 10.9428
O 17.0755 7.6170 12.5239
C 16.7589 7.9093 13.5617
C 14.2695 9.4093 8.1193
C 13.9193 10.7905 7.7346
C 12.5334 11.1051 7.2835
C 14.8843 11.1968 6.4735
C 14.2897 11.8744 8.7916
H 14.1352 8.6110 7.3528
H 13.6807 9.0137 8.9874
H 15.2637 9.4433 8.4825
H 12.2769 10.2563 6.6379
H 12.3460 12.0361 6.6640
H 11.7734 11.0766 8.0756
H 15.2120 10.2690 5.9342
H 15.8531 11.6844 6.7330
H 14.4029 11.8154 5.7044
H 15.3937 11.8570 8.9861
O 14.1798 4.8915 11.4135
Cl 14.0433 5.0671 12.8320
O 13.3315 6.3019 13.1023
O 15.3942 5.1492 13.3936
O 13.2696 3.9636 13.4712

## Properties
ΔE to the lowest compared entry with this formula, charge and spin = 0.0 kcal per mole
2S+1 = 1
gap between HOMO and LUMO = 5.46 eV
net charge = -2
DFT total energy = -4040.835828 Eh


No. 4
Density functional theory data (the ωB97M-V functional and the def2-TZVPD basis) for C19H27N5O2PtS as an isolated structure.

Element x y z (Å)
N -2.8467 0.4874 -1.9585
C -3.9730 0.3141 -2.1848
C -5.3439 0.0308 -2.5461
H -5.3985 -0.9860 -2.9550
H -5.6693 0.7494 -3.3095
H -5.9965 0.1071 -1.6687
N 1.0560 2.8256 0.0671
C 1.4800 3.9069 -0.0626
C 1.9064 5.2785 0.0899
H 1.4314 5.9103 -0.6752
H 3.0002 5.3415 -0.0019
H 1.6118 5.6328 1.0901
N 2.8815 -1.4128 -1.4356
C 3.4059 -2.4438 -1.3567
C 4.0878 -3.7181 -1.2950
H 4.6004 -3.8139 -0.3267
H 4.8213 -3.7744 -2.1150
H 3.3529 -4.5279 -1.4021
Pt 0.1178 1.0133 0.2297
C 1.7787 0.2726 0.8530
O 2.7404 -0.1315 1.3625
C -1.5665 1.9818 0.0380
O -2.5066 2.6447 -0.0223
C -0.5610 1.8458 -3.2973
C -0.2988 0.4962 -3.5264
C 0.9978 -0.0027 -3.3553
C 2.0202 0.8568 -2.9599
C 1.7523 2.2013 -2.6932
C 0.4604 2.6979 -2.8621
H -1.5693 2.2383 -3.4331
H -1.1025 -0.1739 -3.8399
H 1.2065 -1.0604 -3.5327
H 3.0311 0.4761 -2.8113
H 2.5697 2.8610 -2.3906
H 0.2509 3.7565 -2.6925
C 1.0534 -2.9355 1.4177
N 0.2482 -2.2770 2.4409
C 0.4478 -2.6501 3.8384
C -0.7687 -1.4915 2.1000
S -1.0091 -1.0742 0.4271
N -1.6373 -1.0334 3.0537
C -3.0088 -0.7447 2.6352
C -1.1377 -0.1727 4.1493
H 1.6307 -3.7297 1.9066
H 1.7493 -2.2505 0.9172
H 0.3964 -3.3631 0.6435
H 1.1454 -1.9582 4.3292
H -0.5164 -2.6273 4.3471
H 0.8563 -3.6595 3.8623
H -3.6345 -0.6833 3.5329
H -3.0998 0.1944 2.0641
H -3.3757 -1.5663 2.0071
H -0.1513 0.2475 3.9144
H -1.8464 0.6491 4.3153
H -1.0706 -0.7553 5.0776

## Properties
ΔE to the lowest compared entry with this formula, charge and spin = 0.0 kcal per mole
2S+1 = 5
gap between HOMO and LUMO (spin up / spin down) = 4.48 / 2.84 eV
net charge = +4
DFT total energy = -1680.138869 Eh


No. 5
Density functional theory data (the ωB97M-V functional and the def2-TZVPD basis) for C4H11NP as an isolated structure.

Element x y z (Å)
C -0.4021 1.3048 -0.3151
C 0.6458 0.8101 -1.3197
C -0.9942 -1.0462 -0.0843
C 1.9317 -0.3564 0.9008
N -1.4835 0.2291 -0.4752
P 1.3525 -0.7884 -0.7582
H 0.0023 1.4459 0.7666
H -0.7216 2.2692 -0.5927
H 0.1672 0.6314 -2.2687
H 1.3773 1.6293 -1.4884
H -0.7783 -1.2541 1.0117
H -1.3894 -1.8845 -0.7031
H 2.4931 -1.2693 1.1994
H 0.9554 -0.1461 1.5527
H 2.5893 0.4979 0.9004
H -2.3291 0.5754 0.0755
H -1.7460 0.1616 -1.4242

## Properties
ΔE to the lowest compared entry with this formula, charge and spin = 0.0 kcal per mole
2S+1 = 3
gap between HOMO and LUMO (spin up / spin down) = 6.86 / 7.00 eV
net charge = +1
DFT total energy = -554.675484 Eh


No. 6
Density functional theory data (the ωB97M-V functional and the def2-TZVPD basis) for C18H35AsBrInNP2S2SbSe4 as an isolated structure.

Element x y z (Å)
In 0.8043 -0.3408 -0.4950
C -3.0559 2.4922 2.2872
P -1.4592 1.6054 2.5818
C -1.7129 1.2242 4.3780
C -0.3929 3.1162 2.7869
C 1.1092 2.8160 2.6775
P 1.7015 2.4102 0.9531
C 1.9802 4.1380 0.3434
C 3.4352 1.9492 1.3341
H -3.1592 3.3748 2.9262
H -3.8826 1.8027 2.4701
H -3.0912 2.7886 1.2400
H -1.9213 2.1207 4.9697
H -0.8163 0.7308 4.7578
H -2.5409 0.5200 4.4667
H -0.6201 3.5550 3.7651
H -0.6890 3.8353 2.0153
H 1.3506 1.9442 3.2923
H 1.6869 3.6748 3.0397
H 2.4369 4.7758 1.1058
H 1.0353 4.5806 0.0235
H 2.6403 4.0771 -0.5235
H 3.9398 2.6910 1.9601
H 3.9629 1.8340 0.3856
H 3.4460 0.9821 1.8353
C -1.3287 3.1385 -2.7853
C -0.3924 2.0714 -2.2490
S -1.2025 0.9477 -1.1625
C 0.8929 2.0596 -2.6437
C 1.4070 3.1030 -3.6180
S 2.1537 0.9388 -2.1447
H -2.2613 3.1330 -2.2231
H -1.5695 2.9592 -3.8390
H -0.8780 4.1316 -2.7101
H 0.6990 3.2936 -4.4285
H 2.3425 2.7538 -4.0512
H 1.5966 4.0533 -3.1058
Se 4.9566 -2.6549 1.0784
Sb 2.5813 -3.1542 0.8882
Se 1.3170 -1.0562 1.9231
Se 2.0488 -2.5030 -1.5992
Se 1.2522 -4.6012 -2.0387
C -3.3297 -3.3343 3.2851
As -2.3947 -2.4780 1.7591
C -1.2368 -4.0149 1.3746
C -3.8099 -2.8796 0.4411
H -3.7716 -4.2915 3.0001
H -4.1212 -2.6840 3.6628
H -2.6189 -3.5046 4.0948
H -1.8211 -4.9309 1.2602
H -0.5142 -4.1416 2.1801
H -0.6727 -3.8563 0.4553
H -4.0005 -3.9530 0.3729
H -3.5199 -2.5110 -0.5429
H -4.7345 -2.3732 0.7241
Br -4.0665 -3.6405 -5.3793
C -2.6766 -2.8024 -4.3650
C -2.0404 -1.6869 -4.8806
C -1.0524 -1.1086 -4.0976
N -0.7428 -1.5329 -2.8799
C -1.3770 -2.5964 -2.4097
C -2.3476 -3.2937 -3.1225
H -2.2859 -1.2877 -5.8542
H -0.5062 -0.2380 -4.4481
H -1.1137 -2.8994 -1.4047
H -2.7974 -4.1865 -2.7141

## Properties
ΔE to the lowest compared entry with this formula, charge and spin = 21.8 kcal per mole
2S+1 = 1
gap between HOMO and LUMO = 4.89 eV
net charge = -2
DFT total energy = -17086.778163 Eh


No. 7
Density functional theory data (the ωB97M-V functional and the def2-TZVPD basis) for a 2-piece molecular cluster, C5H12NO2 overall.

Element x y z (Å)
C -1.3018 -1.1790 1.5271
O -2.1684 -0.5502 2.3416
C -0.4435 -0.2114 0.6650
C 0.4204 -0.9983 -0.3152
C 1.4219 -0.1856 -1.0969
C 2.6461 -0.5963 -1.3939
N -1.3968 0.6638 -0.0002
H -1.8240 -1.7631 0.7188
H -0.5745 -1.8920 2.0087
H 0.1790 0.3722 1.3422
H 0.9769 -1.7039 0.3110
H -0.2080 -1.6038 -0.9846
H 1.0434 0.7641 -1.4526
H 3.0255 -1.5661 -1.0718
H 3.3729 -0.0505 -1.9926
H -1.7830 0.2669 -0.8467
H -2.1281 0.9265 0.6679
H -0.8191 2.4164 -0.3063
H -0.2306 3.7104 0.3389
O -0.2083 3.1798 -0.4604

## Properties
ΔE to the lowest compared entry with this formula, charge and spin = 33.4 kcal per mole
2S+1 = 2
gap between HOMO and LUMO (spin up / spin down) = 2.22 / 6.49 eV
net charge = -2
DFT total energy = -402.779219 Eh


No. 8
Density functional theory data (the ωB97M-V functional and the def2-TZVPD basis) for C24H43ErN2P3S as an isolated structure.

Element x y z (Å)
Er 0.1041 1.0638 -0.1867
P -0.2523 -1.7262 0.1922
P 1.6851 0.3474 -2.3494
P -2.2218 0.8943 1.4174
H -1.9867 5.0478 -3.1385
C -2.3380 5.1049 -2.1180
C -1.3531 5.1267 -1.1100
H -0.3649 5.4211 -1.4937
C -1.4494 -2.6140 -0.8768
C 1.2176 -2.7674 -0.1353
C -0.6955 -2.4404 1.8314
C 2.4930 1.6211 -3.3875
C 3.0624 -0.8426 -2.0332
C 0.5589 -0.6451 -3.4146
C -3.1031 2.4625 1.5777
C -2.0465 0.4842 3.2141
C -3.5866 -0.2784 0.9601
H -3.3778 5.1246 -1.8753
H -1.6012 5.2828 -0.0297
H -1.4689 -3.6685 -0.5696
H -1.1376 -2.5505 -1.9254
H -2.4524 -2.1854 -0.7782
H 1.0944 -3.7434 0.3500
H 2.1079 -2.2884 0.2863
H 1.3490 -2.9182 -1.2140
H -0.3490 -3.4845 1.8479
H -1.7786 -2.4195 2.0061
H -0.1869 -1.8946 2.6353
H 3.3780 1.1993 -3.9102
H 2.8498 2.3928 -2.6793
H 1.7961 2.0889 -4.1106
H 3.0982 -1.6022 -2.8259
H 2.9544 -1.3658 -1.0706
H 4.0182 -0.2982 -2.0283
H 0.8850 -0.5866 -4.4593
H -0.4738 -0.2670 -3.3441
H 0.5635 -1.6978 -3.0982
H -4.1284 2.2847 1.9063
H -3.1243 2.9956 0.6289
H -2.5908 3.0931 2.3088
H -3.0522 0.5026 3.6719
H -1.4196 1.2666 3.6748
H -1.5808 -0.5033 3.3655
H -4.5177 0.1188 1.4023
H -3.4126 -1.3050 1.3332
H -3.6783 -0.2953 -0.1403
C -1.6399 2.5435 -2.8995
C -2.8005 1.7542 -3.0834
C -3.1507 1.5322 -4.3946
C -2.5003 2.2674 -5.4261
C -1.2616 2.8501 -5.1615
C -0.9049 3.1629 -3.8588
S -1.4014 2.8989 -1.1482
H -1.8767 1.5411 -1.2215
H -3.4881 1.4580 -2.2630
H -4.0513 0.9309 -4.5501
H -2.8342 2.1910 -6.4732
H -0.5926 3.1906 -5.9522
H -0.2775 3.9859 -3.5245
N 3.0156 2.6530 2.1419
C 1.9884 2.4647 1.3011
N 1.6017 1.1615 1.3360
C 2.4428 0.4990 2.2441
C 2.4828 -0.8193 2.6687
C 3.4791 -1.1885 3.5951
C 4.3623 -0.2210 4.1115
C 4.3055 1.1053 3.6716
C 3.3218 1.4310 2.7481
H 3.4909 3.5230 2.3431
H 1.5386 3.2559 0.6865
H 1.7605 -1.5291 2.2543
H 3.5006 -2.2407 3.9141
H 5.1289 -0.5040 4.8333
H 4.9622 1.8760 4.0386

## Properties
ΔE to the lowest compared entry with this formula, charge and spin = 27.5 kcal per mole
2S+1 = 4
gap between HOMO and LUMO (spin up / spin down) = 7.43 / 7.52 eV
net charge = +3
DFT total energy = -3486.141891 Eh


| no. | molar mass (g/mol) |
| --- | --- |
| 1 | 555.467 |
| 2 | 90.075 |
| 3 | 992.771 |
| 4 | 584.603 |
| 5 | 104.113 |
| 6 | 1098.811 |
| 7 | 118.156 |
| 8 | 651.871 |